[1]
Entry from the OMol25 dataset: a structure of composition C24H33F6NOPdSb2Si (ωB97M-V with the def2-TZVPD basis set).

The geometry in ORCA input format:
```
! wB97M-V def2-TZVPD RIJCOSX def2/J DEFGRID3
* xyz 2 5
Pd -16.40842 -3.72220 3.38230
C -18.65161 -0.64361 6.13250
Sb -17.54418 -2.47010 5.64343
C -18.18865 -3.89880 7.12871
C -15.61974 -1.60765 6.29080
C -15.47090 -1.93255 7.72487
C -15.84938 -0.93238 8.65918
C -15.58120 -1.07270 10.01702
C -14.94947 -2.21897 10.48788
C -14.65755 -3.24574 9.61926
C -14.96627 -3.15522 8.22194
C -14.82195 -4.44552 7.48193
Sb -14.98322 -4.82614 5.28800
C -14.80824 -6.96899 5.26999
C -12.92100 -4.32159 4.80563
H -18.97009 -0.64138 7.21233
H -19.55909 -0.66466 5.48076
H -17.97647 0.16401 5.83920
H -17.81704 -3.64476 8.12543
H -17.86711 -4.92237 6.85855
H -19.27844 -3.83584 7.13149
H -15.76608 -0.53362 6.07722
H -14.80292 -1.95654 5.66194
H -16.30767 0.00619 8.34562
H -15.82970 -0.24427 10.66803
H -14.56082 -2.21603 11.47588
H -14.12294 -4.12059 9.97704
H -15.46748 -5.20005 7.95822
H -13.80389 -4.80238 7.63247
H -14.28469 -7.24529 6.19369
H -14.21147 -7.20649 4.38527
H -15.78206 -7.47288 5.22583
H -12.28901 -5.22336 4.92108
H -12.56070 -3.49172 5.44653
H -12.91724 -3.96200 3.75255
C -21.05021 -3.23984 3.58661
Si -19.64116 -4.29056 2.86746
C -19.78373 -5.20641 1.22281
C -19.12960 -5.68560 4.02811
N -18.38485 -3.08567 2.72765
C -18.59440 -2.04808 1.90024
C -19.51914 -2.17112 0.80210
C -19.91620 -1.09861 -0.01296
C -19.23956 0.11549 0.07759
C -18.22046 0.22526 1.06729
C -18.01040 -0.73932 2.04257
F -17.32843 -0.39752 3.21412
H -22.00857 -3.72257 3.57562
H -21.12381 -2.30505 3.00469
H -20.76538 -2.94207 4.57856
H -19.83501 -6.27658 1.39683
H -18.89948 -4.95891 0.59776
H -20.68341 -4.90207 0.64500
H -19.99579 -6.13264 4.54531
H -18.44904 -5.34061 4.82550
H -18.61629 -6.50548 3.52556
H -19.95943 -3.15656 0.62403
H -20.66847 -1.25815 -0.74098
H -19.38329 0.92654 -0.63800
H -17.62888 1.13390 1.09954
F -14.43121 -5.12706 1.77884
C -15.79883 -5.02970 1.70435
F -16.09521 -4.38256 0.51378
C -16.21478 -6.53293 1.47720
F -17.50130 -6.73811 1.18334
F -15.94196 -7.29890 2.59429
F -15.48164 -7.07880 0.46175
O -14.39443 -1.51884 2.35640
C -15.13635 -2.30766 2.80223
*
```

Output
Relative energy (zero: lowest compared OMol25 entry of this formula, charge and spin) ... 0.000 eV
Largest force on an atom ... 5.72 eV/Å
Kohn-Sham gap (alpha / beta) ... 0.286 / 0.171 Ha
Calculated total energy ... -69678.9994 eV



[2]
Entry from the OMol25 dataset: an isolated molecule of C4H7NO (ωB97M-V with the def2-TZVPD basis set).

The geometry in ORCA input format:
```
! wB97M-V def2-TZVPD RIJCOSX def2/J DEFGRID3
* xyz 0 1
C 1.39232 -0.53968 -0.07728
C -0.08095 -0.08381 -0.11137
C -1.07487 -0.91070 0.57910
O -2.24349 -1.00074 0.27566
C -0.32441 1.40005 0.04188
N -0.40778 0.75555 -1.25238
H 1.53753 -1.00924 -1.04672
H 2.19015 0.23048 -0.00602
H 1.59321 -1.25259 0.73108
H -0.64486 -1.41807 1.46943
H -1.24167 1.81661 0.47604
H 0.69604 1.42774 0.40697
H -1.39122 0.58440 -1.48640
*
```

Output
Relative energy (zero: lowest compared OMol25 entry of this formula, charge and spin) ... 2.998 eV
Largest force on an atom ... 2.97 eV/Å
Kohn-Sham gap ... 0.381 Ha
Calculated total energy ... -7796.6468 eV